No. 1
This record from OMol25 describes 9 unconnected molecules or ions with the total composition C39H104N8O12 in a non-equilibrium geometry. The level of theory is ωB97M-V/def2-TZVPD.

```
! wB97M-V def2-TZVPD RIJCOSX def2/J DEFGRID3
* xyz 0 1
C -8.0961 -4.6454 1.4631
O -7.8284 -3.2422 1.5394
C -6.5226 -2.9229 1.7553
C -6.3224 -1.3704 1.7328
C -6.7392 -0.7487 0.4285
N -4.9416 -0.9678 1.8676
H -9.1653 -4.7967 1.3148
H -7.7278 -5.1765 2.3409
H -7.6292 -5.0349 0.5585
H -6.1664 -3.3119 2.7092
H -5.9248 -3.4134 0.9871
H -6.9615 -0.9790 2.5243
H -7.7722 -1.0140 0.2037
H -6.0413 -1.0031 -0.3692
H -6.7459 0.3341 0.5533
H -4.3679 -1.6433 1.3833
H -4.6762 -0.9570 2.8421
C 5.2329 -1.4297 11.2660
O 4.6565 -1.3267 9.9322
C 5.6350 -1.3933 8.8987
C 5.1646 -0.7850 7.6153
C 3.8942 -1.4510 7.1441
N 6.1652 -0.9987 6.5564
H 4.4904 -1.0758 11.9812
H 6.0469 -0.7059 11.3040
H 5.5594 -2.4169 11.5930
H 6.4290 -0.7157 9.2126
H 5.9929 -2.4098 8.7349
H 5.0299 0.2678 7.8632
H 3.0846 -1.2913 7.8561
H 3.9878 -2.5324 7.0447
H 3.4909 -0.9866 6.2442
H 6.1136 -1.9806 6.3255
H 7.0483 -0.8695 7.0293
C -4.3419 -7.4493 -2.1990
O -3.4700 -6.3361 -2.1169
C -2.9945 -5.9805 -0.7681
C -2.1906 -4.6348 -0.7439
C -0.8964 -4.7568 -1.6097
N -1.9293 -4.0606 0.5707
H -5.2713 -7.3666 -1.6355
H -3.8243 -8.3432 -1.8508
H -4.7193 -7.5510 -3.2166
H -3.7265 -6.0201 0.0385
H -2.2789 -6.7564 -0.4958
H -2.8637 -3.9779 -1.2949
H -0.1934 -3.9460 -1.4191
H -1.2447 -4.6098 -2.6320
H -0.3380 -5.6905 -1.5429
H -1.2720 -4.6790 1.0243
H -1.3243 -3.2726 0.3888
C 5.1460 4.0965 2.0198
O 4.2573 5.0890 1.4657
C 4.6590 5.5084 0.1198
C 3.9747 6.7361 -0.4313
C 2.4539 6.5921 -0.6479
N 4.5538 7.2825 -1.6678
H 6.0906 4.5443 2.3285
H 5.3617 3.2926 1.3160
H 4.7129 3.5508 2.8580
H 5.7412 5.5406 -0.0061
H 4.3829 4.8017 -0.6628
H 4.2040 7.5270 0.2829
H 2.2055 5.7696 -1.3186
H 1.9004 7.4127 -1.1043
H 2.0632 6.5762 0.3695
H 5.5636 7.2886 -1.6511
H 4.2974 8.2505 -1.7995
C -2.1946 7.7555 2.4080
O -2.9657 6.5959 2.6097
C -2.4774 5.2982 2.2915
C -2.5742 4.9114 0.8052
C -3.9686 5.2068 0.2147
N -2.2363 3.4911 0.5722
H -1.4126 7.5738 1.6707
H -1.7822 8.1735 3.3263
H -2.8491 8.4583 1.8925
H -1.4646 5.1803 2.6769
H -3.0420 4.5215 2.8074
H -1.8908 5.5535 0.2494
H -4.0271 5.0492 -0.8622
H -4.1594 6.2784 0.2735
H -4.8209 4.7791 0.7428
H -2.4612 3.2795 -0.3894
H -2.8891 2.8492 0.9988
C -0.9640 -2.0258 5.0860
O -2.3088 -2.5683 5.0977
C -2.6923 -3.5899 5.9988
C -2.0666 -4.9850 5.7043
N -2.3549 -5.4984 4.3666
C -1.5657 -6.6666 4.0131
C 0.0461 -6.4991 3.8856
O 0.3253 -5.5496 2.8851
C 1.7102 -5.5089 2.4481
H -0.8952 -1.0690 4.5686
H -0.2725 -2.7146 4.6006
H -0.5395 -2.0026 6.0897
H -3.7792 -3.6549 5.9481
H -2.4447 -3.2725 7.0117
H -2.4384 -5.5914 6.5302
H -0.9816 -4.8837 5.7264
H -2.1461 -4.7080 3.7734
H -1.9517 -7.1165 3.0984
H -1.8204 -7.5141 4.6496
H 0.5942 -7.4325 3.7573
H 0.4385 -6.0246 4.7851
H 2.0109 -4.5573 2.0100
H 1.9352 -6.2908 1.7227
H 2.3755 -5.5434 3.3109
C 4.1513 0.3922 -10.4216
O 5.0511 0.4780 -9.3133
C 6.1711 1.3421 -9.4294
C 6.9968 1.1577 -8.1481
N 6.1183 1.5413 -6.9787
C 6.9044 1.3739 -5.7537
C 5.9824 1.4604 -4.5305
O 4.7672 0.6946 -4.6720
C 3.8407 0.7996 -3.5759
H 3.3160 -0.2366 -10.1132
H 4.5490 -0.0172 -11.3502
H 3.6750 1.3594 -10.5821
H 5.9140 2.3895 -9.5874
H 6.7771 1.0716 -10.2941
H 7.9591 1.6652 -8.0802
H 7.2919 0.1122 -8.0582
H 5.3581 0.8799 -6.9097
H 7.6906 2.1270 -5.6997
H 7.3684 0.3877 -5.7407
H 5.6615 2.5007 -4.5849
H 6.4892 1.3308 -3.5742
H 3.4110 1.7952 -3.4649
H 4.3866 0.5062 -2.6793
H 2.9621 0.1615 -3.6709
C -6.2424 4.4912 -5.0818
O -5.1858 3.5313 -5.0362
C -5.5218 2.3341 -4.3092
C -4.3659 1.3183 -4.5149
N -3.1459 1.8802 -4.0380
C -2.0518 0.9119 -4.0782
C -1.4697 0.6633 -5.5051
O -0.7645 1.8810 -5.9445
C -0.0023 1.6394 -7.1835
H -5.9364 5.2791 -5.7701
H -6.3247 4.9372 -4.0906
H -7.1899 4.1028 -5.4551
H -6.4357 1.9079 -4.7230
H -5.5779 2.5112 -3.2352
H -4.3900 0.9883 -5.5535
H -4.5096 0.3671 -4.0025
H -2.8933 2.7513 -4.4824
H -2.2691 -0.0069 -3.5335
H -1.2863 1.3728 -3.4540
H -2.2404 0.4649 -6.2499
H -0.7712 -0.1722 -5.4584
H 0.9738 1.1670 -7.0738
H 0.3069 2.6257 -7.5295
H -0.4940 1.0971 -7.9912
C 1.8105 0.9441 1.8025
O 0.7643 0.1438 1.1663
H 1.5203 1.4123 2.7431
H 2.8105 0.5281 1.9253
H 1.9847 1.8271 1.1877
H 0.0249 0.7052 0.9217
*
```

Atomic partial charges in e from the Mulliken method, atoms 1 to 8: C -0.729; O -0.346; C -0.363; C 0.252; C -1.439; N -0.566; H 0.258; H 0.303



No. 2
This record from OMol25 describes a molecular structure, C2H9NP in a non-equilibrium geometry. The level of theory is ωB97M-V/def2-TZVPD.

```
! wB97M-V def2-TZVPD RIJCOSX def2/J DEFGRID3
* xyz 1 1
C -1.7523 -0.4188 -0.2249
C 0.6972 0.3907 -0.2642
N -0.2477 -0.6108 0.0017
P 2.4242 -0.2768 0.0444
H -1.9426 -0.3381 -1.2871
H -2.2997 -1.2507 0.1101
H -2.0639 0.5494 0.1185
H 0.6352 1.0970 -1.1116
H 0.6464 1.2883 0.8550
H 0.0185 -1.4670 -0.6682
H -0.1301 -0.6689 1.0257
H 3.1035 0.9252 -0.4522
H 2.5725 0.4426 1.2861
*
```

Atomic partial charges in e from the natural (NBO) method, atoms 1 to 8: C -0.416; C -0.533; N -0.556; P 0.289; H 0.236; H 0.246; H 0.244; H 0.279



No. 3
This record from OMol25 describes 3 unconnected molecules or ions with the total composition C3H14NO2 in a non-equilibrium geometry. The level of theory is ωB97M-V/def2-TZVPD.

```
! wB97M-V def2-TZVPD RIJCOSX def2/J DEFGRID3
* xyz 1 1
C -0.0454 0.3654 0.3132
C 0.3773 -0.7024 -0.6922
C 0.4964 -0.0801 -2.0758
N -0.7423 -0.1999 1.5437
H 0.8758 0.8799 0.6110
H -0.8070 0.9766 -0.1511
H -0.3487 -1.5275 -0.7486
H 1.3462 -1.1043 -0.3865
H -0.4469 0.0738 -2.6113
H 1.0164 0.8772 -2.1276
H 1.0321 -0.8195 -2.6766
H -1.7130 -0.2780 1.1879
H -0.3056 -1.0709 1.8497
H -0.7589 0.3851 2.3838
H 3.6754 0.6508 1.8312
H 3.7366 1.7145 0.7520
O 3.1514 1.0805 1.1589
H -4.1299 -0.1674 0.4065
H -3.1629 -0.5956 -0.7617
O -3.2471 -0.4583 0.1935
*
```

Atomic partial charges in e from the natural (NBO) method, atoms 1 to 8: C -0.234; C -0.425; C -0.616; N -0.701; H 0.264; H 0.214; H 0.208; H 0.228



No. 4
This record from OMol25 describes C7H15Cl2N2OP in the gas phase in a non-equilibrium geometry. The level of theory is ωB97M-V/def2-TZVPD.

```
! wB97M-V def2-TZVPD RIJCOSX def2/J DEFGRID3
* xyz 0 1
Cl -3.1850 3.2724 0.1083
C -2.1235 1.9807 -0.5504
C -1.6643 1.1102 0.5751
N -1.0751 -0.1055 -0.0235
C -1.4772 -1.4568 0.5783
C -2.2034 -2.1845 -0.5452
Cl -2.7437 -3.8391 -0.0326
N 0.2202 -0.0695 -0.2016
O 0.9186 0.0471 1.2008
C 2.1929 -0.4367 1.2702
C 3.0853 0.2034 0.1996
C 2.5524 0.1768 -1.2821
P 0.8926 0.9410 -1.3925
H -2.6023 1.2909 -1.3311
H -1.3944 2.6080 -0.9882
H -2.4240 0.6920 1.1342
H -1.0119 1.7454 1.2595
H -0.6828 -2.1210 0.6723
H -2.1521 -1.4857 1.3834
H -1.5923 -2.2412 -1.3317
H -3.0469 -1.6962 -0.7968
H 2.3471 -1.4611 1.0722
H 2.6922 -0.2537 2.1673
H 3.1326 1.2040 0.5764
H 4.1436 -0.0060 0.3361
H 3.3086 0.7418 -1.7479
H 2.5255 -0.7812 -1.6506
H 1.3670 2.1245 -0.6594
*
```

Atomic partial charges in e from the natural (NBO) method, atoms 1 to 8: Cl -0.079; C -0.366; C -0.268; N -0.257; C -0.237; C -0.304; Cl -0.100; N -0.308



No. 5
This record from OMol25 describes 2 unconnected molecules or ions with the total composition C3H12N2OS2 in a non-equilibrium geometry. The level of theory is ωB97M-V/def2-TZVPD.

```
! wB97M-V def2-TZVPD RIJCOSX def2/J DEFGRID3
* xyz 0 1
N 2.5685 -0.6490 0.2970
C 1.1351 -0.6235 0.0461
C 0.6955 0.7214 -0.5922
N -0.0624 1.5326 0.3553
C -0.0648 0.5443 -1.8957
S -1.2923 -0.8467 -2.1875
S -2.2257 -1.7764 -0.7033
H 3.0820 -0.7231 -0.5717
H 2.8196 -1.4651 0.8386
H 0.7156 -1.4959 -0.4731
H 0.5892 -0.7927 0.9708
H 1.5716 1.3293 -0.7832
H -0.7794 1.0161 0.8410
H 0.5102 2.0160 1.0331
H -0.7250 1.3876 -1.9999
H 0.6418 0.3803 -2.7038
H -1.8128 -3.0284 -0.3676
O -2.3395 0.6187 2.9104
H -2.1523 0.4400 1.9887
H -2.8747 1.4145 2.9971
*
```

Atomic partial charges in e from the natural (NBO) method, atoms 1 to 8: N -0.831; C -0.240; C -0.083; N -0.839; C -0.498; S 0.052; S -0.156; H 0.350



Frontier orbital gap, respectively: 8.892 10.343 11.917 9.998 9.375 eV.
Energy relative to the best compared isomer or geometry (same formula, charge and spin), respectively: 0.0 42.9 13.6 104.7 23.2 kcal/mol.